Entry 1:
69
Properties=species:S:1:pos:R:3:forces:R:3 method="wB97M-V/def2-TZVPD" molar_mass_g_mol=733.578 charge=+1 gap_ev=6.13 e_above_lowest_ev=0.000 lumo_energy_ev=-3.308
H 1.0554 3.5782 3.0724 -0.074 0.132 0.045
H 0.5942 -2.9791 -0.7550 0.002 -0.181 -0.121
H -2.0043 -1.0688 -3.8421 -0.128 0.016 0.026
C -3.6068 2.7929 2.2197 -0.039 0.113 0.069
H -1.6611 -0.6012 3.2101 0.219 0.058 0.139
H -2.8389 -1.6499 2.4354 -0.062 -0.267 -0.097
N 3.0901 0.7414 -0.7065 -0.370 -0.031 -0.051
H 1.9112 -1.2589 2.1023 -0.131 0.017 0.042
Si -2.4676 0.4739 1.0582 -0.340 0.443 0.517
C -0.3697 -3.9431 -4.5351 -0.102 0.124 0.121
H 1.6657 -5.1026 0.6114 0.002 -0.081 0.116
C 3.3350 1.2391 -1.9113 0.128 -0.019 0.210
C -2.4392 2.3082 1.6329 -0.328 -0.744 -0.180
H -4.4550 2.1354 2.3434 -0.161 -0.103 0.071
Si 0.3908 2.6528 0.8338 -0.298 0.856 0.717
C 0.1410 -3.8504 -0.2678 -0.152 0.065 0.270
C 1.0419 -4.2575 0.9000 0.141 0.211 -0.157
C -1.2731 -3.4483 0.1574 0.189 -0.139 -0.012
H -3.3689 -0.2294 3.3080 -0.160 0.069 0.172
H 1.4717 4.8995 0.3868 0.063 0.175 0.123
H 2.5846 -3.4844 2.1758 -0.071 0.154 -0.120
H 1.1771 1.8352 3.1233 -0.070 -0.198 0.150
H -2.3401 -3.2393 -5.0183 -0.144 0.036 -0.057
H 0.4208 4.4766 -0.9498 -0.173 0.013 -0.139
H 0.5702 -2.1271 2.3843 0.012 0.222 -0.044
Se 2.5637 -1.8002 -2.4845 -0.013 -0.552 0.169
C 4.5695 2.3799 0.1979 0.060 0.064 -0.155
H -2.7359 -2.1812 -0.4924 0.108 0.043 -0.083
H 5.0721 2.7869 1.0589 -0.008 0.038 0.159
N -0.0970 -1.5047 -3.2323 0.084 0.207 0.249
C -3.7151 4.1030 2.6422 -0.171 0.033 0.066
H 2.0067 3.7352 -0.8075 0.152 -0.088 -0.080
C 4.1472 2.3443 -2.1467 -0.213 -0.265 -0.261
Se 2.5624 0.3191 -3.4072 -0.158 0.479 -0.362
C -1.4872 4.5013 1.8760 -0.119 0.097 0.022
H 1.6828 -4.2650 -3.9535 0.004 0.025 -0.019
H 0.0786 -4.6580 -0.9990 0.051 0.098 -0.115
N -1.7859 -2.4292 -0.7631 -0.217 0.273 0.045
C 3.7140 1.2993 0.3260 0.234 0.230 0.253
H 4.2857 2.7041 -3.1586 0.076 0.011 0.062
N 1.2498 -1.8948 1.6599 -0.233 0.447 -0.093
H -2.7242 5.9996 2.7687 -0.026 0.080 0.037
C 1.9817 -3.1316 1.3279 0.153 -0.409 -0.120
C -2.6495 4.9666 2.4604 0.054 0.200 0.012
H -1.9187 -4.3375 0.1897 0.096 0.158 0.155
H -4.3038 -0.8069 -0.1732 -0.068 -0.284 -0.049
H 2.4486 2.7872 2.3674 0.271 -0.008 -0.053
H -1.2570 -3.0007 1.1534 -0.043 -0.083 0.027
H -1.8529 -2.8380 -1.6927 -0.007 0.126 0.050
C -1.3564 3.1755 1.4676 0.769 0.092 -0.360
C -1.2225 -1.8152 -3.8670 -0.198 -0.146 -0.235
H 2.6672 -2.8993 0.5056 -0.051 -0.033 0.092
La 0.0167 0.0314 -0.3786 1.390 -2.355 -1.421
C -2.5930 -0.6152 2.6533 -0.150 0.405 -0.567
H -4.0883 0.7882 -0.8711 0.031 0.134 -0.154
C -1.4077 -3.0207 -4.5257 0.073 -0.068 0.020
H 5.4035 3.7958 -1.1964 0.060 0.031 -0.004
C 4.7688 2.9326 -1.0629 -0.140 -0.172 0.263
H 0.4297 -4.5750 1.7462 0.025 -0.096 0.089
H -0.4840 -4.9052 -5.0106 -0.019 -0.046 -0.108
C 1.3761 2.7063 2.5059 -0.192 0.016 -0.578
C 1.1430 4.0777 -0.2440 -0.325 -0.418 0.491
C 0.9058 -2.3692 -3.2995 0.156 0.249 -0.084
C 0.8278 -3.6032 -3.9322 0.150 0.111 0.156
C -4.1086 0.2341 0.0628 0.503 0.129 0.493
H -0.6642 5.1868 1.7255 0.109 0.123 0.047
H 3.5142 0.8595 1.2964 0.030 0.080 0.014
H -4.9604 0.5919 0.6354 -0.159 0.056 0.085
H -4.6283 4.4514 3.1022 -0.081 0.047 0.031



Entry 2:
74
Properties=species:S:1:pos:R:3:forces:R:3 method="wB97M-V/def2-TZVPD" s2=6.025 molar_mass_g_mol=690.837 charge=+2 gap_ev="6.96 / 6.67" e_above_lowest_ev=0.000 lumo_energy_ev="-5.534 / -7.171" spin_multiplicity=5
H -3.0189 1.5982 -2.1567 0.056 -0.224 -0.253
H -4.7574 -2.0335 3.1835 0.242 0.153 -0.057
H 1.2628 -1.7859 -3.7971 0.120 0.008 0.169
C -2.1372 -1.3322 -4.8281 -0.553 -0.035 0.038
H -2.1506 0.1679 0.4861 -0.598 0.062 0.785
H -2.1885 -0.6479 -1.4078 -0.684 0.067 -0.797
C 1.7667 -2.2190 -2.9238 -0.136 -0.347 0.011
C -2.1233 -2.8135 -2.7801 -0.172 -0.041 -0.143
H -0.7559 -0.9820 4.4063 -0.306 0.046 -0.175
N 0.3209 0.9892 0.4149 -0.443 0.221 0.882
C -0.8856 2.5711 -3.9756 0.050 -0.340 -0.021
H 2.9741 -1.2690 0.5596 0.103 -0.133 -0.291
C 0.1330 4.4436 4.3372 -0.021 -0.437 -0.229
H 1.2810 -3.1653 -2.6560 0.150 0.092 -0.137
C -0.0180 0.8784 -2.4858 0.425 0.051 -0.596
C -0.0986 3.2492 2.2339 0.064 0.069 0.392
C 1.5056 2.3426 -3.6637 0.002 -0.073 -0.073
H 0.6202 3.2300 6.0642 -0.019 0.052 -0.216
H 0.4031 -1.0354 0.5413 0.057 -1.251 -0.666
C 0.4251 3.2391 4.9941 -0.043 -0.003 -0.183
C 3.9935 -0.3999 3.1426 -0.111 0.057 -0.076
P 0.1947 0.4942 1.9910 0.312 2.577 1.003
H 0.1050 5.3745 4.9022 0.011 -0.228 -0.173
H -1.1899 -3.3285 -2.5389 -0.225 0.066 -0.191
H -2.7301 -3.3695 -3.5091 0.352 0.095 0.320
C -1.1144 1.4838 -3.1236 0.972 0.548 -0.303
C 1.2972 1.2629 -2.8079 -0.636 0.419 -0.321
H -3.0795 1.1023 -3.8468 0.034 -0.012 0.328
C -3.8068 -1.5438 2.9742 0.249 0.121 -0.053
C 2.8631 0.2816 2.6937 -0.191 -0.006 0.053
C 3.0189 -1.7424 -0.4311 -0.358 -0.279 0.520
C -1.3603 -0.3008 2.4311 0.065 -0.719 -0.023
H 0.6992 1.1040 4.7804 -0.019 0.263 -0.032
C 0.4643 2.0430 4.2786 -0.159 0.457 -0.144
P 1.6944 -1.0928 -1.4871 3.074 0.166 -2.204
H 2.8118 -2.4269 -3.1917 -0.240 0.076 0.065
H 2.5363 2.6501 -3.8543 -0.380 0.057 -0.149
H 4.9507 0.1171 3.1821 -0.217 -0.116 -0.003
C -2.5855 -0.4563 -2.4489 0.383 0.149 -0.770
H 2.9168 1.0028 -1.3812 -0.111 0.020 -0.105
C 3.9005 -1.7368 3.5399 -0.176 0.117 -0.071
H 4.0071 -1.5705 -0.8838 -0.413 0.011 -0.003
H 2.9298 1.3268 2.3825 0.035 -0.285 0.133
H -0.3619 5.3788 2.4554 0.076 -0.208 0.115
C -2.5015 0.9851 -2.9185 -0.738 0.109 0.427
H 4.7873 -2.2678 3.8906 -0.287 0.174 -0.097
C 0.4156 3.0035 -4.2438 0.109 0.082 0.221
H 2.5820 -3.4284 3.7975 0.082 0.221 -0.052
C 2.4179 0.4814 -2.2086 0.197 -0.680 0.498
H -2.0754 -0.2820 -5.1315 0.063 -0.324 0.092
C 0.2010 2.0581 2.9002 0.006 -0.179 0.267
C -3.6035 -0.9057 1.7499 0.294 0.104 -0.178
H -4.3893 -0.9007 0.9957 0.111 0.015 0.214
C -1.5563 -0.9511 3.6652 -0.315 0.161 -0.245
C 1.5273 -1.7229 3.0378 0.299 0.267 -0.097
H -3.6049 -0.8262 -2.4645 -0.255 0.088 0.140
C -2.3747 -0.2880 1.4763 -0.222 -0.434 -0.039
H -2.7070 -2.6623 -1.8627 0.274 -0.350 -0.298
H -0.8164 -1.2723 -3.3502 -0.467 0.320 0.861
C -2.7824 -1.5713 3.9275 0.251 0.316 -0.298
H -2.9298 -2.0764 4.8752 -0.017 0.039 -0.091
H -3.1393 -1.7374 -5.0375 0.371 0.235 0.140
H -0.2902 3.2213 1.1607 0.048 0.163 0.297
C -0.1284 4.4438 2.9620 0.006 -0.103 0.095
C 1.6197 -0.3754 2.6518 0.241 -0.789 -0.262
N -1.8371 -1.4368 -3.3439 -0.103 -0.495 -0.685
H -1.3853 -1.9166 -5.3745 -0.236 0.117 0.265
H 0.5682 -2.2368 2.9836 0.306 0.013 0.014
H 2.8606 -2.8250 -0.3083 0.108 0.313 0.046
H -1.7542 3.0515 -4.4304 0.339 0.000 -0.022
Os -0.2479 -0.3316 -0.8334 -0.891 -0.278 2.106
C 2.6687 -2.3886 3.4869 -0.162 -0.106 0.007
H 0.5852 3.8638 -4.8982 -0.085 -0.367 0.240
H 3.1765 0.2152 -2.9507 0.051 0.087 0.084



Among the records above, which one has the highest charge?
C31H38N2OsP2



Among the records above, which one has the highest charge?
C31H38N2OsP2



Which value of charge does entry 1 give?
+1



Among the records above, which one has the highest charge?
C31H38N2OsP2